ORCA calculation (ωB97M-V/def2-TZVPD) on 2 unconnected molecules or ions with the total composition C27H42BrCl2F4N4O2 at a distorted geometry.

XYZ file:
```
82
Properties=species:S:1:pos:R:3:forces:R:3:mulliken_charge:R:1
C -0.44611 4.37969 -1.82534 0.44 0.14 -0.56 -1.0070
C 0.04361 3.12054 -2.54417 -0.43 -0.14 -0.12 -0.0828
Br -0.23135 3.41111 -4.48537 0.13 -0.20 0.12 -0.1227
C -0.68220 1.80958 -2.23574 0.58 0.15 0.00 -2.3652
C -0.69516 1.18574 -0.80217 -1.20 0.18 -0.09 1.8630
C -1.89579 1.77317 -0.02171 0.09 -0.16 -0.49 -2.4317
C -1.10678 -0.27223 -1.03614 -0.33 -0.56 -0.68 -0.7005
O -2.16384 -0.34776 -1.98847 -0.04 -0.34 0.20 -0.4122
C -2.92411 -1.50753 -1.77667 0.12 -1.46 -0.65 0.1815
O -2.64309 -2.55933 -2.30831 -0.08 1.70 0.73 -0.5327
C -4.09264 -1.31024 -0.86440 0.67 -0.03 -0.83 0.5630
C -5.29481 -0.93677 -1.38996 -0.14 0.29 -1.71 -0.2363
C -6.36443 -0.72426 -0.58278 -1.49 0.39 -0.07 -0.6431
C -6.25794 -0.88172 0.76443 -0.52 0.02 1.01 -0.4892
C -5.06514 -1.28209 1.29220 0.11 -0.11 1.43 -0.7860
C -3.99692 -1.49779 0.48538 1.70 -0.34 0.05 -0.0167
N -0.00722 -1.11366 -1.54440 -0.12 0.90 0.94 -0.1856
C 1.25413 -0.61693 -1.55770 0.99 -0.57 -0.17 0.4341
N 2.18616 -1.31945 -2.17131 -0.53 -0.11 0.03 -0.1295
C 1.99860 -2.57974 -2.88540 1.20 -0.85 -0.13 -0.6871
C 3.02922 -3.60229 -2.33963 -1.29 0.25 0.55 -0.8535
C 2.38361 -4.31021 -1.13710 -0.03 -0.14 -0.28 -0.2916
C 1.41552 -5.41610 -1.55894 0.30 -0.12 0.29 -0.7693
C 0.58782 -5.96570 -0.40863 -0.75 -0.18 0.22 -0.6268
N -0.78580 -5.42306 -0.41499 0.27 0.30 0.11 -0.5628
N 1.63256 0.53330 -0.95225 -0.99 -0.02 0.48 -0.1515
C 0.61845 1.13078 -0.00564 0.97 -0.47 -0.29 1.1942
C 1.24019 2.46039 0.41137 -0.25 0.52 0.31 -2.1118
C 0.46116 3.35080 1.36800 0.40 0.66 0.05 -0.3110
F -0.13994 2.67259 2.41869 -0.06 -0.24 0.02 -0.4050
C 0.51726 0.17720 1.21234 -0.54 0.46 1.00 -1.2068
C 1.65372 0.27706 2.23664 0.41 -0.19 -0.83 -1.4307
C 1.83963 -0.99612 3.04756 0.57 0.92 0.47 0.7607
F 0.73888 -1.74552 3.12143 -0.13 -0.32 -0.07 -0.2660
F 2.84405 -1.73749 2.54266 -0.25 -0.45 -0.32 -0.2948
F 2.21301 -0.69211 4.30047 -0.16 -0.07 0.11 -0.2941
H -0.46455 5.19032 -2.54433 -0.03 0.19 -0.01 0.6076
H 0.26934 4.69832 -1.07400 -0.16 -0.06 0.35 0.2088
H -1.45610 4.29768 -1.43804 -0.03 -0.16 0.18 0.1665
H 1.11321 2.97105 -2.46373 0.16 0.21 0.00 0.6807
H -0.29955 1.06118 -2.92925 0.11 0.02 -0.10 0.6204
H -1.71330 1.95091 -2.53858 -0.21 -0.08 0.10 0.7679
H -2.76049 1.63617 -0.66513 -0.16 -0.01 -0.02 0.7795
H -1.80772 2.83780 0.13934 0.08 0.05 0.29 0.3144
H -2.11617 1.22828 0.89186 0.15 0.22 0.26 0.3187
H -1.51376 -0.71494 -0.13204 0.37 0.03 0.39 0.3498
H -5.41891 -0.79981 -2.45518 0.12 -0.02 -0.12 0.4786
H -7.32240 -0.42915 -0.97936 -0.04 0.05 -0.30 0.4183
H -7.08633 -0.70664 1.43144 -0.22 0.05 -0.06 0.4169
H -4.93594 -1.42123 2.35438 -0.15 -0.02 0.15 0.4245
H -3.04121 -1.80360 0.88841 -0.01 -0.15 0.31 0.5427
H -0.02057 -2.03710 -1.12756 -0.11 -0.32 -0.66 0.0866
H 3.13020 -0.96451 -2.15350 0.02 0.07 0.00 0.3129
H 2.14707 -2.43137 -3.95109 -0.08 0.30 -0.10 0.3867
H 1.02223 -3.01903 -2.73598 -0.35 0.42 -0.02 0.3465
H 3.91217 -3.06555 -2.00098 0.36 -0.16 -0.34 0.4040
H 3.24004 -4.33947 -3.10738 0.39 0.05 -0.11 0.3856
H 1.83809 -3.57241 -0.53427 0.15 0.07 0.20 0.0534
H 3.15076 -4.75913 -0.51121 0.04 0.09 0.21 0.4277
H 2.00773 -6.23860 -1.95577 0.05 0.03 -0.29 0.3461
H 0.73757 -5.07903 -2.34630 -0.04 -0.09 -0.10 0.4567
H 1.06641 -5.81147 0.56352 0.30 0.15 -0.09 0.2932
H 0.47749 -7.04272 -0.51122 0.09 -0.13 -0.08 0.3842
H -1.17059 -5.45689 0.52160 -0.14 -0.10 -0.04 0.2576
H -0.78899 -4.44206 -0.67820 -0.02 -0.02 -0.07 0.1657
H 2.51948 0.42247 -0.47490 0.31 0.26 -0.43 0.6391
H 1.48639 3.08639 -0.44103 -0.21 -0.07 -0.26 0.7436
H 2.21794 2.30726 0.86624 0.04 -0.43 0.08 0.5900
H -0.29189 3.96628 0.89156 -0.27 -0.20 -0.16 0.5262
H 1.16864 4.05227 1.80251 0.10 0.02 0.13 -0.0986
H 0.41924 -0.87559 0.95547 0.03 0.05 -0.45 0.8719
H -0.39648 0.43721 1.74100 -0.11 -0.11 0.04 0.7179
H 1.58533 1.12633 2.90544 -0.31 0.01 0.09 0.4878
H 2.59256 0.40373 1.69460 0.23 -0.03 0.20 0.4879
Cl 4.05921 3.98099 3.37544 -0.01 -0.03 -0.06 -0.1600
C 3.83753 5.39366 4.44867 0.05 0.08 0.12 -0.4572
C 2.38192 5.66121 4.72422 -0.02 -0.03 0.13 -0.4794
Cl 1.52895 6.23162 3.26641 -0.05 0.08 0.00 -0.1827
H 4.32083 6.24800 3.98241 -0.03 -0.04 -0.09 0.3293
H 4.35391 5.16936 5.38011 -0.03 -0.07 0.00 0.3111
H 2.28102 6.43961 5.47823 0.06 0.04 -0.05 0.3665
H 1.87534 4.76838 5.08221 -0.01 -0.02 -0.07 0.3119
```
Positions in Å, forces in eV/Å.

Results
Kohn-Sham gap: 8.90 eV
HOMO energy: -11.60 eV
LUMO: -2.70 eV
net charge: +1



ORCA calculation (ωB97M-V/def2-TZVPD) on a single C22H35NO4 molecule.

XYZ file:
```
62
Properties=species:S:1:pos:R:3:forces:R:3:nbo_charge:R:1
C 1.75328 3.03317 -2.03203 -0.39 0.13 0.03 -0.6361
C 0.65265 4.07379 -1.88390 0.48 0.10 0.23 -0.0746
O -0.63947 3.50574 -2.10731 -0.12 -0.01 -0.29 -0.5152
C -1.18500 2.82584 -1.09414 -0.32 0.00 0.07 0.8121
O -0.66084 2.70487 -0.01709 0.11 0.04 0.10 -0.6182
C -2.55699 2.28455 -1.46285 -0.12 -0.09 0.03 -0.3179
C -2.55772 1.61976 -2.84060 0.24 0.02 -0.04 -0.4009
C -1.73008 0.33915 -2.80766 -0.27 0.11 -0.20 -0.2195
N -2.27542 -0.59249 -1.83390 -0.04 -0.12 -0.18 -0.4645
C -1.57731 -1.86945 -1.86735 -0.06 -0.15 0.24 -0.2466
C -2.45334 -3.00598 -1.31780 0.43 0.18 0.29 0.0631
O -3.35300 -3.45215 -2.30931 -0.19 -0.14 -0.22 -0.7215
C -1.62643 -4.21705 -0.85079 -0.49 0.14 -0.54 -0.0688
O -1.27637 -4.11712 0.51145 0.30 0.12 0.39 -0.5096
C -0.37991 -3.13527 0.87039 0.13 0.14 0.15 0.2884
C 0.84289 -2.93971 0.24080 -0.21 -0.36 0.03 -0.3014
C 1.68837 -1.92496 0.65495 -0.03 0.07 0.04 -0.1536
C 1.35271 -1.07520 1.70222 0.03 0.05 -0.06 -0.0466
C 2.26465 0.04857 2.17521 0.07 -0.04 0.09 -0.0780
C 3.34202 0.37661 1.13613 -0.17 -0.06 0.18 -0.6100
C 1.43918 1.31964 2.42243 0.10 -0.15 -0.07 -0.6165
C 2.91991 -0.44987 3.48325 0.13 0.22 -0.02 -0.3786
C 3.87419 0.53445 4.15018 -0.14 -0.19 -0.06 -0.6120
C 0.14814 -1.31902 2.35698 0.05 0.00 -0.09 -0.1448
C -0.70563 -2.32519 1.95243 -0.10 -0.26 -0.17 -0.2736
C -2.20819 -0.00409 -0.50273 -0.25 0.05 0.18 -0.2275
C -3.03727 1.27290 -0.42382 0.29 0.05 0.08 -0.3952
H 2.72313 3.50929 -1.92100 0.14 0.04 0.00 0.2182
H 1.64687 2.27167 -1.26315 0.04 -0.07 0.04 0.2218
H 1.69796 2.56198 -3.01083 0.05 -0.04 -0.09 0.2100
H 0.74802 4.85999 -2.63528 -0.04 -0.07 0.12 0.1904
H 0.67899 4.50979 -0.87981 -0.02 0.01 -0.20 0.1974
H -3.22680 3.15257 -1.47966 0.07 -0.02 0.00 0.2380
H -2.15473 2.29916 -3.59149 -0.07 -0.02 -0.02 0.2258
H -3.58523 1.36902 -3.10843 -0.01 0.01 -0.03 0.2116
H -1.75831 -0.13543 -3.79253 0.09 0.03 0.06 0.2044
H -0.67747 0.58790 -2.57731 0.05 -0.05 -0.04 0.1604
H -1.34611 -2.11907 -2.90749 0.02 -0.04 0.05 0.2055
H -0.62935 -1.81181 -1.31146 -0.09 0.05 -0.13 0.1910
H -3.02169 -2.64910 -0.44534 0.15 -0.06 -0.05 0.1668
H -3.81006 -2.67345 -2.64859 0.02 0.01 0.01 0.4767
H -0.75230 -4.35419 -1.49713 0.00 -0.05 0.06 0.1660
H -2.25778 -5.10517 -0.92255 0.11 0.08 -0.05 0.2107
H 1.14203 -3.57879 -0.57753 0.00 -0.05 -0.07 0.2177
H 2.62498 -1.80973 0.13343 0.10 0.06 -0.05 0.2058
H 3.87598 1.27849 1.42400 0.08 0.07 0.02 0.2125
H 4.06702 -0.42906 1.04645 0.11 -0.09 -0.08 0.2055
H 2.88831 0.55463 0.16347 -0.01 0.02 -0.14 0.2114
H 2.09550 2.17354 2.57026 0.06 0.11 0.06 0.2062
H 0.79736 1.53381 1.57105 -0.06 0.06 -0.07 0.2416
H 0.81291 1.22446 3.30475 -0.12 0.02 0.13 0.2025
H 2.12675 -0.70252 4.19029 -0.04 -0.08 -0.01 0.2004
H 3.46074 -1.37393 3.26125 -0.06 -0.07 0.01 0.2013
H 4.72027 0.76202 3.50742 0.12 0.08 -0.03 0.2013
H 3.36675 1.46170 4.40174 0.00 0.15 0.05 0.2035
H 4.25914 0.09996 5.07059 0.07 0.04 0.08 0.2124
H -0.14634 -0.70573 3.19372 -0.03 0.10 0.11 0.2042
H -1.63978 -2.49586 2.46523 -0.14 -0.02 0.04 0.2224
H -2.58982 -0.72552 0.22126 0.07 0.02 0.01 0.2064
H -1.16368 0.21811 -0.22481 -0.02 -0.09 0.00 0.1816
H -2.94331 1.69293 0.57783 -0.07 -0.01 0.00 0.2272
H -4.08496 1.03682 -0.61351 -0.04 0.01 0.01 0.2087
```
Positions in Å, forces in eV/Å.

Results
Kohn-Sham gap: 9.15 eV
energy above the lowest of the compared OMol25 structures with the same formula, charge and spin: 0.204 eV
HOMO energy: -8.40 eV
LUMO: 0.75 eV
SMILES string: CCOC(=O)C1CCN(C[C@@H](O)COc2ccc(C(C)(C)CC)cc2)CC1



ORCA calculation (ωB97M-V/def2-TZVPD) on 2 unconnected molecules or ions with the total composition C6H15NO at a distorted geometry.

XYZ file:
```
23
Properties=species:S:1:pos:R:3:forces:R:3:nbo_charge:R:1
C 4.05512 0.66367 -0.38573 -0.77 -0.32 0.33 -0.6145
C 3.99026 -0.52040 0.61620 1.12 1.00 -0.95 -0.6136
N -2.15100 0.29994 -0.14469 -0.30 0.51 0.66 -0.1098
C -3.30426 -0.47365 0.18207 -0.83 -0.31 -0.21 -0.2972
C -4.46812 0.45629 0.55051 0.60 0.07 -0.63 -0.6022
C -0.98689 -0.34725 0.01614 -1.20 -1.54 0.70 -0.2942
C 0.11318 0.21065 -0.92480 2.31 2.14 -2.12 -0.0160
O 1.25706 -0.29524 -0.60848 -0.06 -1.15 0.14 -0.5603
H 4.79830 0.57175 -1.16610 0.41 -0.06 0.01 0.1938
H 4.16997 1.62285 0.12669 0.04 -0.08 -0.09 0.1895
H 3.08030 0.64922 -0.87332 0.13 0.36 -0.23 0.2307
H 4.63495 -0.28310 1.45348 -0.17 -0.16 0.52 0.1896
H 2.94969 -0.64677 0.85986 -0.09 -0.36 0.48 0.2279
H -3.57167 -1.09405 -0.69035 -0.03 0.14 -0.10 0.2404
H -3.11125 -1.20614 0.97604 0.24 0.06 0.02 0.1967
H -4.20153 1.06146 1.40952 -0.03 0.03 0.18 0.2159
H -4.59735 1.11931 -0.29730 -0.22 0.27 -0.04 0.2199
H -5.40183 -0.05979 0.72994 -0.05 -0.29 0.10 0.2200
H -1.13588 -1.43255 -0.16758 0.24 -0.17 0.44 0.1860
H -0.55507 -0.30002 1.02661 0.36 0.73 -0.17 0.2905
H -0.12771 0.07670 -2.00099 -0.62 -0.41 0.17 0.1341
H 0.14435 1.32942 -0.83603 -0.78 -0.16 0.81 0.1758
H 4.41937 -1.40229 0.14832 -0.31 -0.30 0.01 0.1970
```
Positions in Å, forces in eV/Å.

Results
Kohn-Sham gap: 5.33 eV
energy above the lowest of the compared OMol25 structures with the same formula, charge and spin: 7.106 eV
HOMO energy: -8.44 eV
LUMO: -3.11 eV



ORCA calculation (ωB97M-V/def2-TZVPD) on a molecular structure, C14H26N2O4Pt at a distorted geometry.

XYZ file:
```
47
Properties=species:S:1:pos:R:3:forces:R:3:mulliken_spin:R:1
Pt 10.98309 8.63714 28.83941 -0.52 0.57 -1.07 1.4204
N 11.15216 10.81562 29.15737 0.20 1.38 0.41 0.0907
C 10.71160 11.40636 30.29507 -0.21 -1.23 0.24 -0.0007
C 10.72514 12.75781 30.55818 -0.13 0.61 -0.76 0.0062
C 11.09968 13.62121 29.52526 0.14 -0.46 -0.03 -0.0043
C 11.55039 13.05197 28.34168 0.49 0.01 0.44 0.0055
C 11.63396 11.67687 28.24222 0.06 -0.46 -0.53 -0.0048
H 10.33556 10.68053 31.00718 -0.06 0.29 0.22 0.0018
H 10.39722 13.18205 31.49520 -0.06 -0.32 0.14 0.0001
H 11.08944 14.69568 29.64261 -0.07 0.00 0.09 0.0000
H 11.97754 13.64818 27.54793 -0.19 0.07 -0.05 0.0002
H 12.12665 11.25449 27.37506 -0.26 -0.14 -0.04 0.0043
N 10.65548 6.57760 28.17965 0.12 -0.85 0.54 0.0944
C 9.78940 5.70118 28.74208 -0.55 0.54 0.10 0.0006
C 9.67069 4.38615 28.36847 0.45 -0.67 -0.20 0.0042
C 10.49932 3.85942 27.37111 -0.56 0.62 0.16 -0.0022
C 11.40099 4.73490 26.79563 -0.32 -0.15 0.16 0.0042
C 11.45123 6.04570 27.25181 0.78 -0.07 -0.90 0.0049
H 9.08537 6.07359 29.47700 0.22 0.26 0.04 0.0036
H 8.95887 3.74328 28.86703 -0.11 0.14 0.01 0.0002
H 10.35951 2.84410 27.02798 0.21 -0.05 0.04 0.0001
H 12.03665 4.42651 25.97794 0.14 0.06 0.09 0.0002
H 12.21543 6.65193 26.77796 -0.26 0.45 0.25 0.0023
C 9.71546 9.28826 25.85495 -0.44 0.29 0.08 -0.0003
O 10.96906 9.10734 26.55245 -0.34 0.28 -0.98 0.1037
H 9.69767 10.22295 25.29174 0.26 -0.06 -0.03 0.0022
H 9.51334 8.45482 25.18483 0.01 -0.06 0.08 0.0012
H 8.92663 9.37426 26.59898 0.08 -0.26 0.06 -0.0005
H 11.64399 9.14981 25.86063 0.25 -0.14 0.43 0.0043
C 10.88742 7.42073 32.00196 -0.05 -0.82 0.87 0.0048
O 11.32032 8.34166 30.98554 0.26 -0.18 1.49 0.0736
H 10.28533 7.90850 32.77139 -0.05 0.19 -0.24 0.0016
H 10.32147 6.58610 31.59469 -0.03 0.27 -0.43 0.0027
H 11.73803 6.96525 32.51675 0.13 0.19 -0.22 0.0017
H 11.95964 8.91188 31.43768 -0.03 0.13 -0.48 -0.0025
C 7.91181 8.64642 30.47178 -0.02 -0.02 1.20 0.0019
O 8.62699 9.07975 29.30205 -0.67 -0.28 0.37 0.0694
H 7.75688 9.49278 31.14879 -0.29 0.06 -0.27 0.0023
H 6.96636 8.15769 30.24258 -0.04 0.19 -0.27 0.0015
H 8.47077 7.95127 31.09732 0.42 -0.13 -0.59 0.0020
H 8.01609 9.73425 28.93487 0.53 0.04 -0.46 0.0009
C 13.96288 7.45807 29.05416 0.80 -0.82 -0.18 0.0024
O 13.24598 8.62616 28.63360 0.58 -0.16 0.10 0.0888
H 13.40035 6.93446 29.82267 -0.16 0.11 -0.05 0.0006
H 14.14238 6.78864 28.20954 -0.32 0.04 -0.01 0.0018
H 14.96394 7.65354 29.44300 -0.22 0.53 0.13 0.0027
H 13.85582 9.35357 28.46007 -0.16 0.01 0.03 0.0012
```
Positions in Å, forces in eV/Å.

Results
Kohn-Sham gap (spin up / spin down): 9.19 / 9.26 eV
energy above the lowest of the compared OMol25 structures with the same formula, charge and spin: 0.000 eV
HOMO energy (spin up / spin down): -14.66 / -15.93 eV
LUMO (spin up / spin down): -5.47 / -6.67 eV
net charge: +2
multiplicity: 3
expectation value of S²: 2.0032